{
  "formula": "C43H50AsCrN5O6STe",
  "method": "ωB97M-V/def2-TZVPD",
  "homo_ev": [-0.73, -1.34],
  "e_tot_ha": -6340.11091,
  "spin_multiplicity": 5,
  "lumo_energy_ev": [3.78, 3.88],
  "orbital_gap_ev": [4.515, 5.214],
  "s_squared": 6.198,
  "charge": -2,
  "symbols": ["Cr", "C", "C", "C", "C", "C", "C", "As", "C", "C", "C", "C", "C", "C", "C", "C", "C", "C", "C", "C", "H", "H", "H", "H", "H", "H", "H", "H", "H", "H", "H", "H", "H", "H", "H", "C", "C", "C", "C", "N", "C", "S", "N", "C", "C", "C", "C", "H", "H", "H", "H", "H", "H", "H", "H", "H", "H", "H", "H", "H", "H", "H", "H", "H", "H", "H", "H", "O", "C", "O", "C", "C", "C", "C", "C", "C", "N", "O", "O", "N", "O", "O", "H", "H", "H", "Te", "C", "N", "C", "C", "C", "C", "C", "C", "C", "C", "H", "H", "H", "H", "H", "H", "H", "H", "H", "H", "H", "H"],
  "coordinates": [[-1.083905, -0.546433, -0.344056], [-6.079705, 3.930367, -0.524656], [-5.768205, 2.904867, -1.405656], [-4.811905, 1.959267, -1.077256], [-4.150505, 2.022667, 0.144644], [-4.500805, 3.035267, 1.038344], [-5.449505, 3.984167, 0.707244], [-2.753105, 0.760067, 0.727044], [-3.747005, -0.143933, 2.114944], [-5.131805, -0.273333, 2.029244], [-5.819405, -1.111633, 2.886944], [-5.136505, -1.862633, 3.830544], [-3.755605, -1.776733, 3.897644], [-3.069605, -0.939233, 3.037944], [-1.713305, 2.105367, 1.653844], [-1.535805, 2.138867, 3.030544], [-0.679005, 3.063867, 3.602744], [0.008795, 3.964867, 2.805544], [-0.188205, 3.960467, 1.432644], [-1.038105, 3.031767, 0.860544], [-6.806805, 4.685367, -0.795056], [-6.269005, 2.845767, -2.361256], [-4.548705, 1.179767, -1.783456], [-4.012105, 3.079367, 2.007944], [-5.690505, 4.771967, 1.408144], [-5.669705, 0.296367, 1.272644], [-6.896505, -1.195133, 2.812444], [-5.677605, -2.529933, 4.489544], [-3.202505, -2.388333, 4.601444], [-1.986405, -0.923133, 3.083044], [-2.061405, 1.429167, 3.663944], [-0.531905, 3.069867, 4.677044], [0.711895, 4.658067, 3.248644], [0.356495, 4.643467, 0.799944], [-1.164405, 3.006267, -0.225456], [6.084495, -1.960833, -2.132756], [4.604195, -1.620133, -2.213756], [4.014095, -1.982033, -3.577056], [2.504395, -1.711933, -3.647856], [2.199895, -0.335533, -3.356456], [1.916395, 0.112567, -2.115756], [1.361795, -0.982933, -0.943756], [2.052595, 1.413367, -1.857456], [2.113195, 2.435367, -2.883656], [3.453795, 2.518767, -3.646556], [4.327195, 3.708667, -3.240956], [4.746395, 3.611067, -1.783356], [6.483295, -1.668633, -1.165656], [6.636995, -1.439333, -2.914356], [6.239495, -3.030333, -2.256356], [4.479595, -0.550333, -2.035856], [4.059295, -2.144233, -1.427156], [4.186995, -3.040733, -3.785456], [4.521595, -1.404333, -4.358456], [1.979995, -2.320333, -2.908256], [2.119595, -1.947333, -4.647356], [2.587595, 0.331767, -4.004756], [1.911595, 1.746467, -0.904156], [1.905795, 3.380467, -2.384956], [1.290395, 2.244767, -3.584356], [3.241895, 2.586367, -4.718956], [4.037195, 1.611667, -3.467756], [3.779995, 4.639667, -3.415756], [5.216895, 3.717467, -3.881556], [3.871695, 3.691067, -1.149256], [5.428895, 4.408867, -1.501256], [5.227795, 2.654667, -1.582656], [0.278695, -1.531133, 3.208444], [0.579495, -0.770333, 2.293844], [-0.280505, -0.304133, 1.449844], [1.975795, -0.277733, 2.076244], [2.125395, 1.040067, 1.668044], [3.410695, 1.557767, 1.440444], [4.526395, 0.734067, 1.544344], [4.356095, -0.605933, 1.897044], [3.076995, -1.107833, 2.215544], [5.461295, -1.458533, 1.915344], [5.308095, -2.647433, 2.277144], [6.583595, -1.011933, 1.568144], [3.516195, 2.883267, 1.036944], [2.538795, 3.362367, 0.375144], [4.551895, 3.548567, 1.277744], [1.269295, 1.692467, 1.564544], [5.513795, 1.100267, 1.307544], [2.970595, -2.136533, 2.521644], [-1.533705, 0.919967, -2.316156], [-0.083605, -4.273733, -0.445956], [-0.869805, -4.524033, 0.738444], [-1.751105, -5.657533, 0.598844], [-1.532705, -3.319233, 1.228844], [-2.717605, -2.852833, 0.408744], [-3.962205, -3.371133, 0.745844], [-5.088105, -3.097333, -0.007856], [-4.952905, -2.327433, -1.149856], [-3.726705, -1.763133, -1.451156], [-2.572705, -1.944833, -0.663956], [0.474395, -5.175833, -0.706856], [0.634995, -3.480433, -0.227656], [-0.692605, -3.968533, -1.319156], [-1.148505, -6.561233, 0.468344], [-2.453805, -5.577633, -0.249856], [-2.330705, -5.761633, 1.516444], [-0.745705, -2.565633, 1.281344], [-1.855605, -3.530733, 2.254044], [-4.057105, -3.977233, 1.642344], [-6.053805, -3.481333, 0.296544], [-5.808505, -2.138633, -1.789456], [-3.667205, -1.148033, -2.344556]],
  "forces_ev_per_a": [[0.772, -0.454, -0.856], [-0.027, -0.042, -0.061], [-0.154, 0.130, 0.000], [0.247, -0.360, 0.039], [-0.212, -0.074, 0.037], [0.261, -0.303, 0.181], [-0.094, 0.126, -0.012], [-0.844, 1.363, 0.209], [-0.329, -0.561, 0.187], [0.072, 0.494, -0.254], [-0.197, -0.115, 0.142], [-0.056, -0.011, -0.017], [-0.064, -0.114, 0.151], [0.370, 0.228, 0.071], [0.304, 0.248, 0.210], [-0.298, -0.302, 0.017], [0.131, 0.112, 0.139], [0.002, 0.131, 0.028], [0.020, 0.044, 0.095], [-0.230, -0.025, -0.345], [-0.058, 0.009, -0.028], [-0.022, -0.003, -0.118], [0.044, 0.066, 0.032], [-0.055, 0.059, -0.112], [-0.004, 0.052, 0.055], [0.016, -0.134, 0.167], [-0.043, 0.011, -0.045], [-0.024, -0.020, 0.039], [0.021, 0.041, -0.004], [0.031, -0.034, -0.034], [0.091, 0.057, -0.055], [0.000, -0.030, -0.013], [0.018, 0.034, 0.009], [0.090, 0.037, -0.008], [0.038, -0.035, 0.300], [-0.188, 0.103, 0.067], [0.193, -0.171, -0.272], [-0.335, 0.193, 0.270], [0.091, -0.465, -0.271], [0.043, 0.615, 0.083], [-0.309, 0.306, -0.203], [0.248, -0.442, 0.302], [0.023, -0.349, 0.046], [0.093, -0.102, -0.398], [0.005, 0.363, 0.027], [0.204, -0.339, -0.011], [-0.107, 0.189, -0.289], [0.169, 0.024, 0.105], [0.137, 0.030, -0.052], [0.081, -0.161, -0.036], [-0.075, 0.014, 0.101], [-0.064, 0.070, 0.025], [0.029, -0.062, -0.065], [0.074, -0.034, -0.046], [-0.001, 0.031, -0.206], [-0.004, -0.023, 0.143], [-0.056, 0.045, 0.038], [-0.145, -0.095, -0.081], [-0.010, -0.001, 0.026], [0.015, 0.057, 0.134], [0.028, -0.117, -0.031], [0.019, -0.044, -0.052], [0.005, 0.032, -0.044], [-0.076, 0.099, -0.103], [0.007, 0.009, 0.201], [0.089, 0.050, 0.051], [0.092, -0.096, 0.058], [0.417, -0.014, 0.070], [-0.522, -0.171, 0.178], [0.043, -0.225, 0.454], [0.258, 0.482, 0.016], [0.189, -0.340, 0.238], [-0.384, 0.168, -0.031], [0.538, -0.566, 0.089], [-2.224, 1.589, 0.039], [0.470, -0.231, 0.008], [2.798, -2.037, 0.096], [0.259, 1.817, -0.568], [-1.707, -0.743, 0.520], [0.059, -0.964, 0.210], [-1.074, 0.522, -0.359], [1.106, 0.455, 0.176], [0.003, -0.091, -0.110], [-0.067, 0.140, 0.039], [-0.098, -0.016, -0.009], [-0.029, 0.572, -0.995], [-0.033, 0.028, -0.126], [-0.014, -0.204, -0.015], [0.108, 0.001, -0.076], [0.096, 0.042, 0.171], [0.177, 0.025, -0.120], [-0.213, -0.206, 0.059], [-0.101, -0.174, 0.103], [-0.099, -0.077, 0.035], [0.305, 0.163, -0.500], [-0.196, -0.194, 0.479], [0.018, -0.050, -0.037], [-0.042, -0.083, -0.146], [0.144, -0.012, 0.110], [-0.034, -0.027, -0.050], [0.018, -0.010, 0.085], [-0.093, -0.085, 0.009], [-0.265, -0.018, 0.136], [0.035, 0.121, -0.004], [0.019, -0.034, -0.012], [-0.066, -0.038, 0.003], [-0.013, 0.034, -0.009], [0.121, 0.094, 0.184]],
  "mulliken_spin": [3.317, 0.000, 0.005, 0.001, -0.016, 0.002, -0.001, -0.041, -0.031, -0.005, 0.003, -0.005, 0.005, 0.041, -0.036, -0.007, -0.002, -0.003, 0.002, -0.007, 0.000, 0.001, 0.019, 0.000, 0.000, -0.002, 0.000, -0.001, 0.000, -0.005, -0.001, 0.000, 0.000, 0.007, 0.014, -0.001, -0.002, -0.004, 0.009, 0.014, -0.033, 0.071, -0.023, 0.008, -0.001, 0.003, 0.011, 0.000, 0.000, 0.000, 0.007, 0.002, 0.000, 0.000, -0.001, 0.003, -0.001, 0.009, -0.002, -0.001, 0.000, 0.000, 0.000, 0.000, -0.002, -0.006, 0.000, 0.003, -0.004, -0.105, -0.066, 0.071, 0.027, 0.096, -0.057, 0.168, 0.004, -0.017, -0.007, 0.247, 0.173, 0.264, 0.079, -0.003, 0.010, -0.114, 0.042, -0.001, -0.001, 0.052, -0.189, -0.015, 0.039, -0.020, 0.028, 0.016, 0.001, -0.009, 0.001, 0.000, 0.000, 0.000, -0.034, 0.010, -0.002, 0.003, -0.001, 0.001]
}